No. 1
Density functional theory data (wB97M-V/def2-TZVPD) for an isolated molecule of C4H7NO.

The geometry in ORCA input format:
```
! RIJCOSX wB97M-V def2-TZVPD def2/J DEFGRID3
* xyz 0 1
C 1.67 0.15 0.29
C -0.62 -0.85 -0.80
C 0.54 1.14 0.01
N -0.64 0.42 -0.49
C -1.83 -1.48 -0.27
O -3.01 -1.51 -0.55
H 1.25 -0.74 0.77
H 2.15 -0.19 -0.62
H 2.40 0.60 0.96
H 0.19 1.58 0.95
H 0.85 1.96 -0.64
H -1.52 0.89 -0.26
H -1.42 -1.98 0.65
*
```

For the calculated total energy, the calculation gives -286.5006 a.u. For the energy relative to the best compared isomer or geometry (same formula, charge and spin), the calculation gives 82.3 kcal/mol. The HOMO energy comes out at -8.77 eV. Its LUMO energy is 0.73 eV.

How positive or negative is each atom? The Mulliken charges in e answer that: atom 1 (C): -1.090, atom 2 (C): -0.535, atom 3 (C): -0.243, atom 4 (N): -0.018, atom 5 (C): 0.345, atom 6 (O): -0.495, atom 7 (H): 0.335, atom 8 (H): 0.322, atom 9 (H): 0.340, atom 10 (H): 0.274, atom 11 (H): 0.264, atom 12 (H): 0.256, atom 13 (H): 0.245



No. 2
Density functional theory data (wB97M-V/def2-TZVPD) for a cluster of 2 separate species, C4H9NO in total at a distorted geometry.

The geometry in ORCA input format:
```
! RIJCOSX wB97M-V def2-TZVPD def2/J DEFGRID3
* xyz -1 2
N 1.80 -0.16 -0.51
C 0.75 0.68 -0.16
C 0.32 1.65 -1.05
C -0.95 1.10 1.69
C -0.28 0.24 0.86
H 2.56 0.15 0.16
H 2.07 0.02 -1.48
H -0.31 2.59 -0.84
H 1.16 1.92 -1.86
H -1.52 0.73 2.47
H -0.91 2.23 1.63
H -0.52 -0.84 1.10
H -1.78 -3.82 -0.08
H -1.07 -2.78 -0.96
O -1.33 -3.71 -0.97
*
```

For the calculated total energy, the calculation gives -287.6839 a.u. For the energy relative to the best compared isomer or geometry (same formula, charge and spin), the calculation gives 38.5 kcal/mol. The HOMO energy (spin up / spin down) comes out at 0.45 / -2.91 eV. As for the expectation value of S²: 0.7612. Its LUMO energy (spin up / spin down) is 3.99 / 3.85 eV.

How positive or negative is each atom? The Mulliken charges in e answer that: atom 1 (N): -0.744, atom 2 (C): 0.212, atom 3 (C): -0.856, atom 4 (C): -0.938, atom 5 (C): -0.158, atom 6 (H): 0.236, atom 7 (H): 0.290, atom 8 (H): 0.159, atom 9 (H): 0.070, atom 10 (H): 0.340, atom 11 (H): 0.216, atom 12 (H): 0.196, atom 13 (H): 0.326, atom 14 (H): 0.375, atom 15 (O): -0.724



No. 3
Density functional theory data (wB97M-V/def2-TZVPD) for a cluster of 2 separate species, C2H9N2O in total at a distorted geometry.

The geometry in ORCA input format:
```
! RIJCOSX wB97M-V def2-TZVPD def2/J DEFGRID3
* xyz 0 2
C -0.90 1.64 1.43
O -0.42 0.41 1.92
H -0.08 2.33 1.18
H -1.50 1.51 0.52
H -1.56 2.07 2.18
N 0.55 -1.51 0.18
C 0.39 -1.42 -1.27
N 0.39 -0.03 -1.68
H 1.47 -1.88 0.42
H 0.04 -0.06 1.20
H 1.17 -1.95 -1.83
H -0.52 -1.97 -1.54
H -0.32 0.50 -1.20
H 1.31 0.36 -1.50
*
```

For the calculated total energy, the calculation gives -266.2522 a.u. For the energy relative to the best compared isomer or geometry (same formula, charge and spin), the calculation gives 14.0 kcal/mol. The HOMO energy (spin up / spin down) comes out at -9.74 / -9.73 eV. As for the expectation value of S²: 0.7544. Its LUMO energy (spin up / spin down) is 0.92 / -1.12 eV.

How positive or negative is each atom? The Mulliken charges in e answer that: atom 1 (C): -0.593, atom 2 (O): -0.532, atom 3 (H): 0.246, atom 4 (H): 0.232, atom 5 (H): 0.250, atom 6 (N): -0.445, atom 7 (C): -0.358, atom 8 (N): -0.507, atom 9 (H): 0.214, atom 10 (H): 0.393, atom 11 (H): 0.363, atom 12 (H): 0.258, atom 13 (H): 0.211, atom 14 (H): 0.266



No. 4
Density functional theory data (wB97M-V/def2-TZVPD) for the ion C5H9N2 with charge +1 at a distorted geometry.

The geometry in ORCA input format:
```
! RIJCOSX wB97M-V def2-TZVPD def2/J DEFGRID3
* xyz 1 1
C -2.21 -0.51 -0.17
C -1.14 0.37 -0.83
C 0.20 0.26 -0.18
C 1.18 1.19 -0.09
N 2.32 0.57 0.36
C 1.98 -0.63 0.82
N 0.69 -0.83 0.56
H -2.21 -1.48 -0.67
H -3.17 -0.02 -0.30
H -2.16 -0.70 0.91
H -1.42 1.40 -0.66
H -1.11 0.12 -1.88
H 1.10 2.15 -0.58
H 3.21 1.00 0.54
H 2.64 -1.44 1.12
H 0.08 -1.45 1.06
*
```

For the calculated total energy, the calculation gives -305.1906 a.u. For the energy relative to the best compared isomer or geometry (same formula, charge and spin), the calculation gives 24.8 kcal/mol. The HOMO energy comes out at -14.21 eV. Its LUMO energy is -3.53 eV.

How positive or negative is each atom? The Mulliken charges in e answer that: atom 1 (C): -1.320, atom 2 (C): -0.163, atom 3 (C): 0.373, atom 4 (C): -0.636, atom 5 (N): -0.010, atom 6 (C): -0.192, atom 7 (N): -0.041, atom 8 (H): 0.333, atom 9 (H): 0.352, atom 10 (H): 0.418, atom 11 (H): 0.351, atom 12 (H): 0.253, atom 13 (H): 0.376, atom 14 (H): 0.241, atom 15 (H): 0.391, atom 16 (H): 0.276



No. 5
Density functional theory data (wB97M-V/def2-TZVPD) for a structure of composition C9H7Cl2MnN3O4S3 at a distorted geometry.

The geometry in ORCA input format:
```
! RIJCOSX wB97M-V def2-TZVPD def2/J DEFGRID3
* xyz -2 6
Mn 3.30 -2.37 -0.42
Cl 3.21 -2.44 1.94
C 2.22 -3.89 1.46
Cl 1.97 -4.30 -0.29
H 1.24 -3.74 1.88
H 2.71 -4.74 1.91
O 3.31 -2.43 -2.03
S -0.33 4.90 -0.58
C -0.08 3.23 -0.43
S 1.55 2.57 -0.47
C 0.90 0.96 -0.39
N -0.38 0.89 -0.30
N -0.97 2.16 -0.31
C -2.34 2.16 -0.19
C -3.10 3.34 -0.03
C -4.48 3.29 0.08
C -5.17 2.08 0.03
C -4.43 0.91 -0.12
C -3.05 0.94 -0.23
S 1.85 -0.47 -0.40
H -2.62 4.31 0.04
H -5.03 4.22 0.20
H -6.25 2.05 0.12
H -4.94 -0.05 -0.16
H -2.52 0.01 -0.35
O 7.10 -3.40 -0.23
N 5.87 -3.42 -0.26
O 5.22 -4.47 -0.11
O 5.23 -2.32 -0.35
*
```

For the calculated total energy, the calculation gives -4078.1372 a.u. For the energy relative to the best compared isomer or geometry (same formula, charge and spin), the calculation gives 96.6 kcal/mol. The HOMO energy (spin up / spin down) comes out at 1.64 / -1.13 eV. As for the expectation value of S²: 8.8420. Its LUMO energy (spin up / spin down) is 3.91 / 3.89 eV.

How positive or negative is each atom? The Mulliken charges in e answer that: atom 1 (Mn): 0.261, atom 2 (Cl): -0.081, atom 3 (C): -0.220, atom 4 (Cl): -0.054, atom 5 (H): 0.397, atom 6 (H): 0.350, atom 7 (O): -0.693, atom 8 (S): -0.642, atom 9 (C): 0.107, atom 10 (S): -0.257, atom 11 (C): 0.052, atom 12 (N): -0.833, atom 13 (N): 0.497, atom 14 (C): 0.620, atom 15 (C): -0.394, atom 16 (C): -0.670, atom 17 (C): -0.445, atom 18 (C): -0.524, atom 19 (C): -0.346, atom 20 (S): 0.031, atom 21 (H): 0.146, atom 22 (H): 0.317, atom 23 (H): 0.325, atom 24 (H): 0.313, atom 25 (H): 0.373, atom 26 (O): -0.677, atom 27 (N): 1.242, atom 28 (O): -0.629, atom 29 (O): -0.566



No. 6
Density functional theory data (wB97M-V/def2-TZVPD) for a cluster of 2 separate species, H4N2O3P in total at a distorted geometry.

The geometry in ORCA input format:
```
! RIJCOSX wB97M-V def2-TZVPD def2/J DEFGRID3
* xyz -1 3
N 0.84 1.16 -0.97
N 0.19 -1.81 0.33
O 0.77 1.45 1.62
O -1.45 0.96 0.38
O -1.06 -1.81 -0.23
P 0.04 0.83 0.51
H 0.35 0.74 -1.71
H 1.82 1.06 -1.05
H 0.01 -1.72 1.44
H -1.51 -0.87 -0.33
*
```

For the calculated total energy, the calculation gives -678.9359 a.u. The HOMO energy (spin up / spin down) comes out at -1.14 / -5.43 eV. As for the expectation value of S²: 2.0072. Its LUMO energy (spin up / spin down) is 4.53 / 3.27 eV.

How positive or negative is each atom? The Mulliken charges in e answer that: atom 1 (N): -0.558, atom 2 (N): -0.331, atom 3 (O): -0.421, atom 4 (O): -0.563, atom 5 (O): -0.277, atom 6 (P): -0.048, atom 7 (H): 0.288, atom 8 (H): 0.251, atom 9 (H): 0.260, atom 10 (H): 0.399